# 1
Computed, not measured: a molecular structure, C31H46N7O2PbSSi4Te in a non-equilibrium geometry, with ωB97M-V/def2-TZVPD.

Geometry (Å):
Pb 1.340 0.414 -0.859
C 0.858 2.507 -6.077
C 0.028 2.491 -4.950
C 0.565 2.445 -3.651
C 1.968 2.307 -3.464
C 2.796 2.401 -4.608
C 2.235 2.414 -5.872
N 2.522 1.990 -2.239
C 3.687 2.434 -1.729
C 4.244 3.716 -1.949
C 5.547 3.981 -1.589
C 6.232 3.133 -0.676
C 5.578 2.034 -0.176
C 4.343 1.608 -0.717
N 3.713 0.471 -0.285
N 4.227 -0.083 0.793
C 3.498 -1.151 1.234
C 4.176 -1.983 2.219
C 3.474 -3.035 2.755
C 2.069 -3.101 2.513
C 1.505 -2.278 1.549
N 2.236 -1.334 0.902
H 0.524 2.583 -7.074
H -1.045 2.520 -5.054
H -0.098 2.451 -2.782
H 3.869 2.463 -4.456
H 2.916 2.302 -6.735
H 3.704 4.468 -2.519
H 5.979 4.922 -1.970
H 7.232 3.323 -0.306
H 6.023 1.386 0.584
H 5.194 -1.691 2.540
H 4.016 -3.790 3.323
H 1.477 -3.806 3.069
H 0.471 -2.317 1.310
C -1.325 -3.149 3.608
Si -2.760 -1.823 3.538
C -4.209 -2.591 4.501
C -2.179 -0.441 4.661
Si -3.275 -1.008 1.429
Te -1.846 1.027 1.231
Si -4.137 2.233 0.634
C -4.080 2.740 -1.180
C -5.702 1.176 0.981
C -4.054 3.635 1.863
Si -3.238 -2.585 -0.259
C -2.664 -1.886 -1.947
C -2.242 -4.212 -0.035
C -5.043 -3.128 -0.549
H -1.598 -3.825 4.431
H -0.389 -2.638 3.915
H -1.185 -3.745 2.710
H -3.889 -2.895 5.518
H -4.753 -3.435 4.071
H -4.988 -1.850 4.683
H -1.817 -0.879 5.615
H -3.031 0.206 4.928
H -1.425 0.198 4.212
H -3.677 1.932 -1.801
H -3.464 3.616 -1.323
H -5.100 3.029 -1.503
H -6.023 0.589 0.114
H -6.546 1.814 1.328
H -5.537 0.425 1.745
H -3.240 4.301 1.612
H -3.822 3.209 2.840
H -4.988 4.208 1.869
H -1.597 -1.720 -2.135
H -3.211 -0.973 -2.231
H -3.025 -2.701 -2.618
H -1.186 -4.115 0.125
H -2.403 -4.812 -0.952
H -2.592 -4.791 0.832
H -5.442 -2.708 -1.476
H -5.686 -2.862 0.293
H -5.130 -4.249 -0.650
C 3.695 -2.070 -3.039
S 1.892 -2.209 -3.463
C 1.489 -3.788 -2.665
O 1.149 -1.228 -2.478
H 4.210 -2.982 -3.406
H 3.735 -1.913 -1.951
H 4.028 -1.190 -3.561
H 2.046 -4.584 -3.141
H 0.406 -3.913 -2.825
H 1.650 -3.705 -1.573
O 1.889 2.652 1.049
N 2.483 3.082 2.098
C 1.729 3.738 2.977
C 0.391 3.952 2.674
N -0.711 4.147 2.383
C 2.349 4.088 4.161
N 2.960 4.411 5.079

Values from the calculation:
**E**: -3759.30398 a.u.
**Total charge**: +1
**LUMO energy (spin up / spin down)**: -5.84 / -5.84 eV
**Orbital gap (spin up / spin down)**: 0.122 / 0.121 Eh
**Energy above the lowest of the compared OMol25 structures with the same formula, charge and spin**: 0.000 eV
**Multiplicity**: 1

# 2
Computed, not measured: a molecular structure, C31H46N7O2PbSSi4Te in a non-equilibrium geometry, with ωB97M-V/def2-TZVPD.

Geometry (Å):
Pb 10.583 13.122 13.817
C 9.516 7.619 14.571
C 10.687 8.352 14.521
C 10.775 9.708 14.901
C 9.529 10.343 15.280
C 8.329 9.645 15.202
C 8.325 8.276 14.855
N 9.559 11.705 15.513
C 8.990 12.343 16.545
C 8.281 11.652 17.563
C 7.420 12.357 18.400
C 7.419 13.758 18.407
C 8.220 14.470 17.565
C 8.906 13.790 16.555
N 9.566 14.480 15.554
N 9.370 15.760 15.574
C 9.780 16.350 14.385
C 9.296 17.645 14.237
C 9.191 18.129 12.946
C 9.553 17.284 11.922
C 10.081 16.036 12.133
N 10.267 15.562 13.355
H 9.599 6.512 14.431
H 11.562 7.857 14.089
H 11.771 10.142 14.912
H 7.366 10.121 15.585
H 7.350 7.770 14.678
H 8.579 10.650 17.660
H 6.785 11.900 19.148
H 6.707 14.257 19.126
H 8.372 15.548 17.654
H 8.866 18.101 15.133
H 8.717 19.094 12.763
H 9.511 17.734 10.943
H 10.466 15.325 11.423
C 14.946 16.048 9.407
Si 16.405 14.859 9.217
C 17.181 15.212 7.466
C 17.827 15.125 10.500
Si 15.507 12.819 9.701
Te 14.562 12.721 11.934
Si 15.957 10.721 12.922
C 14.948 9.934 14.305
C 16.107 9.465 11.509
C 17.760 11.094 13.514
Si 14.132 12.249 7.911
C 13.780 10.447 8.020
C 12.542 13.202 8.062
C 14.862 12.704 6.181
H 13.992 15.546 9.605
H 14.976 16.565 8.471
H 15.177 16.812 10.142
H 18.120 15.643 7.703
H 16.472 15.807 6.886
H 17.331 14.250 6.915
H 18.646 15.813 10.209
H 18.373 14.189 10.761
H 17.339 15.531 11.422
H 13.839 10.077 14.098
H 15.164 10.223 15.335
H 15.062 8.842 14.167
H 15.048 9.251 11.194
H 16.448 8.465 11.827
H 16.678 9.758 10.633
H 18.484 11.032 12.667
H 18.130 10.351 14.219
H 17.949 12.074 13.990
H 13.510 10.078 9.079
H 14.687 9.833 7.766
H 12.945 10.227 7.385
H 12.175 13.103 9.109
H 11.862 12.778 7.304
H 12.673 14.234 7.752
H 14.161 12.393 5.417
H 15.839 12.216 6.029
H 14.959 13.787 6.002
C 6.076 12.905 11.719
S 7.533 11.819 12.310
C 7.782 10.871 10.770
O 8.687 12.842 12.468
H 5.197 12.252 11.486
H 6.326 13.512 10.859
H 5.830 13.637 12.530
H 6.998 11.275 10.105
H 7.512 9.804 10.898
H 8.733 11.024 10.377
O 13.020 12.384 15.061
N 13.463 13.587 14.793
C 14.590 13.952 15.537
C 15.086 13.091 16.602
N 15.299 12.308 17.427
C 15.138 15.213 15.470
N 15.627 16.265 15.493

Values from the calculation:
**E**: -3759.26520 a.u.
**Total charge**: +1
**LUMO energy (spin up / spin down)**: -5.47 / -5.47 eV
**Orbital gap (spin up / spin down)**: 0.129 / 0.129 Eh
**Energy above the lowest of the compared OMol25 structures with the same formula, charge and spin**: 1.055 eV
**Multiplicity**: 1

# 3
Computed, not measured: a molecular structure, C31H47B2N15S3V in a non-equilibrium geometry, with ωB97M-V/def2-TZVPD.

Geometry (Å):
V 0.856 0.316 0.176
N -4.103 2.665 2.194
C -2.786 1.867 2.113
C -1.670 2.741 2.689
C -0.766 3.363 1.614
N 0.272 2.381 1.283
C -1.548 3.805 0.383
C -2.442 2.713 -0.250
N -1.843 2.280 -1.494
C -2.588 1.487 0.661
H -4.343 2.887 3.159
H -4.871 2.144 1.768
H -3.997 3.538 1.675
H -2.953 0.988 2.734
H -1.056 2.111 3.333
H -2.096 3.526 3.327
H -0.316 4.257 2.054
H 0.810 2.167 2.118
H 0.921 2.774 0.596
H -0.835 4.129 -0.378
H -2.143 4.687 0.651
H -3.448 3.152 -0.403
H -1.760 3.013 -2.184
H -2.265 1.457 -1.900
H -1.672 0.904 0.592
H -3.405 0.841 0.314
C 4.890 3.289 1.154
N 4.151 2.968 2.369
C 4.178 3.693 3.542
C 3.375 3.043 4.409
N 2.863 1.924 3.776
B 1.830 0.987 4.531
N 1.987 -0.475 4.031
C 3.026 -1.304 4.407
C 2.849 -2.495 3.805
N 1.687 -2.394 3.062
C 1.113 -3.486 2.288
C 1.165 -1.161 3.221
S -0.256 -0.552 2.445
C 3.351 1.882 2.515
S 3.165 0.724 1.254
H 5.244 4.314 1.237
H 4.248 3.177 0.282
H 5.738 2.615 1.035
H 4.769 4.586 3.651
H 3.123 3.268 5.431
H 0.704 1.385 4.333
H 2.126 1.029 5.709
H 3.820 -0.955 5.044
H 3.444 -3.391 3.808
H 1.812 -3.817 1.523
H 0.212 -3.120 1.805
H 0.866 -4.314 2.951
B 1.481 -3.986 -1.295
C 1.592 -2.495 -0.763
N 1.519 -1.418 -0.348
H 2.368 -4.661 -0.810
H 1.545 -3.958 -2.511
H 0.379 -4.384 -0.924
C -2.361 -2.294 0.275
C -1.667 -1.848 -0.963
N -1.022 -0.716 -1.156
C -0.615 -0.737 -2.492
C -1.008 -1.885 -3.079
N -1.681 -2.591 -2.103
C -2.276 -3.882 -2.274
N -3.494 -3.770 -3.080
N -3.909 -4.847 -3.771
N -5.047 -4.609 -4.309
C -5.415 -3.323 -3.961
C -6.561 -2.595 -4.300
C -6.660 -1.315 -3.819
C -5.634 -0.753 -3.020
C -4.504 -1.454 -2.677
C -4.421 -2.773 -3.162
H -2.054 -1.665 1.105
H -2.099 -3.320 0.537
H -3.449 -2.247 0.155
H -0.025 0.064 -2.901
H -0.839 -2.292 -4.062
H -2.504 -4.300 -1.299
H -1.599 -4.557 -2.789
H -7.329 -3.035 -4.922
H -7.528 -0.716 -4.060
H -5.738 0.271 -2.682
H -3.717 -1.002 -2.092
C 4.739 -1.426 -3.613
C 4.522 -0.053 -3.045
C 5.573 0.837 -2.856
C 5.250 2.062 -2.316
N 4.013 2.404 -1.959
C 3.066 1.483 -2.164
S 1.396 1.835 -1.704
N 3.279 0.275 -2.713
H 5.408 -1.394 -4.474
H 3.783 -1.858 -3.902
H 5.193 -2.077 -2.862
H 6.591 0.583 -3.124
H 6.020 2.812 -2.149

Values from the calculation:
**Expectation value of S²**: 1.04
**E**: -4219.16558 a.u.
**LUMO energy (spin up / spin down)**: -1.26 / -1.26 eV
**Orbital gap (spin up / spin down)**: 0.172 / 0.159 Eh
**Energy above the lowest of the compared OMol25 structures with the same formula, charge and spin**: 0.000 eV
**Multiplicity**: 2

# 4
Computed, not measured: a molecular structure, C31H47BrN2P2Pb in a non-equilibrium geometry, with ωB97M-V/def2-TZVPD.

Geometry (Å):
N -6.017 5.356 -4.578
C -5.668 5.788 -3.368
C -4.621 5.207 -2.646
C -3.897 4.129 -3.204
C -4.283 3.700 -4.501
C -5.357 4.348 -5.139
C -2.802 3.502 -2.424
Pb -0.489 3.661 -2.695
P 4.719 -0.083 -0.204
C -2.164 2.276 -2.874
C -1.499 1.422 -1.872
C -0.317 0.730 -2.253
C 0.176 -0.301 -1.508
C -0.463 -0.728 -0.252
C -1.641 0.084 0.149
C -2.115 1.099 -0.621
Br 0.934 -0.267 1.247
H -2.873 3.643 -1.333
H -2.393 1.836 -3.848
H -4.373 5.613 -1.671
H -3.776 2.897 -5.041
H -6.248 6.620 -2.964
H -5.676 4.026 -6.140
H 0.197 1.024 -3.183
H -3.009 1.661 -0.315
H 1.148 -0.726 -1.756
H -2.065 -0.113 1.138
P -0.970 -2.521 -0.399
C 3.983 1.576 -0.002
C 5.156 2.578 -0.020
H 3.415 1.606 0.938
H 3.285 1.740 -0.834
H 4.847 3.563 0.343
H 5.974 2.218 0.620
H 5.548 2.695 -1.039
C 3.969 -0.773 -1.717
C 4.893 -1.871 -2.261
H 3.878 0.061 -2.432
H 2.964 -1.147 -1.474
H 4.616 -2.131 -3.287
H 5.935 -1.525 -2.265
H 4.833 -2.781 -1.648
C 4.106 -1.243 1.101
C 5.106 -1.506 2.227
H 3.839 -2.192 0.613
H 3.169 -0.813 1.501
H 4.647 -2.138 2.997
H 5.984 -2.038 1.842
H 5.435 -0.573 2.699
C -1.031 -2.967 1.351
C -1.457 -4.383 1.752
H -1.688 -2.224 1.834
H -0.010 -2.774 1.711
H -2.503 -4.404 2.088
H -1.314 -5.123 0.947
H -0.840 -4.688 2.614
C 0.094 -3.557 -1.427
C -0.107 -3.511 -2.954
H -0.091 -4.588 -1.073
H 1.128 -3.300 -1.154
H -0.988 -4.086 -3.270
H -0.212 -2.491 -3.341
H 0.769 -3.953 -3.453
C -2.612 -2.577 -1.168
C -3.805 -2.366 -0.233
H -2.682 -3.561 -1.663
H -2.628 -1.813 -1.966
H -4.633 -1.916 -0.796
H -4.161 -3.319 0.181
H -3.575 -1.680 0.593
N -0.413 2.023 3.489
C -0.071 1.242 4.547
C 0.811 1.735 5.540
C 1.148 0.940 6.634
C 0.610 -0.351 6.770
C -0.278 -0.839 5.799
C -0.616 -0.059 4.695
H 0.038 2.920 3.365
H -0.829 1.618 2.657
H 1.215 2.747 5.418
H 1.827 1.339 7.390
H 0.888 -0.963 7.629
H -0.714 -1.832 5.912
H -1.311 -0.431 3.936

Values from the calculation:
**E**: -4767.81152 a.u.
**Total charge**: +2
**LUMO energy (spin up / spin down)**: -8.20 / -8.53 eV
**Orbital gap (spin up / spin down)**: 0.125 / 0.113 Eh
**Multiplicity**: 1

# 5
Computed, not measured: a molecular structure, C31H47ClGdN3O7P in a non-equilibrium geometry, with ωB97M-V/def2-TZVPD.

Geometry (Å):
Gd -1.797 -0.863 -0.201
P 0.852 0.354 -2.410
Cl -2.450 -2.317 -2.122
C 1.208 0.302 -0.720
H 0.677 1.087 -0.167
H 2.061 -0.257 -0.348
C -0.860 0.965 -2.788
C 1.009 -1.299 -3.223
C -0.883 1.625 -4.179
H -1.469 0.031 -2.824
C -2.313 1.916 -4.637
H -0.322 2.570 -4.140
H -0.388 1.008 -4.941
C -3.093 2.751 -3.613
H -2.276 2.445 -5.600
H -2.838 0.965 -4.808
C -2.964 2.217 -2.178
H -2.730 3.787 -3.651
H -4.148 2.787 -3.908
C -1.508 1.927 -1.773
H -3.401 2.943 -1.478
H -3.566 1.299 -2.091
H -0.941 2.868 -1.776
H -1.471 1.602 -0.709
C 2.116 1.592 -2.934
C 2.450 -1.817 -3.102
H 0.339 -1.947 -2.621
C 2.589 -3.236 -3.667
H 3.131 -1.143 -3.646
H 2.770 -1.806 -2.051
C 2.014 -3.385 -5.080
H 3.646 -3.521 -3.658
H 2.068 -3.928 -2.994
C 0.607 -2.791 -5.227
H 2.687 -2.893 -5.794
H 1.987 -4.447 -5.351
C 0.486 -1.370 -4.669
H 0.309 -2.791 -6.282
H -0.110 -3.427 -4.690
H 1.042 -0.669 -5.309
H -0.571 -1.075 -4.712
C 1.776 2.972 -2.349
H 3.014 1.225 -2.406
C 2.998 3.881 -2.467
H 0.925 3.416 -2.886
H 1.478 2.887 -1.294
C 3.512 3.961 -3.911
H 2.743 4.882 -2.101
H 3.791 3.491 -1.811
C 3.701 2.581 -4.565
H 2.795 4.543 -4.508
H 4.466 4.504 -3.929
C 2.477 1.671 -4.420
H 3.945 2.699 -5.626
H 4.555 2.079 -4.089
H 1.633 2.064 -5.004
H 2.705 0.674 -4.824
C 1.039 2.681 1.447
C 2.145 1.873 1.218
H 0.656 3.351 0.671
C 2.821 1.143 2.328
H 2.658 1.827 0.250
C 1.893 0.869 3.531
H 3.197 0.185 1.948
H 3.700 1.694 2.707
C 1.013 2.057 3.889
H 1.266 0.003 3.287
H 2.496 0.568 4.400
C 0.208 2.571 2.682
H 0.338 1.787 4.710
H 1.652 2.866 4.266
H -0.655 1.901 2.523
H -0.232 3.546 2.924
O -4.745 -2.463 6.690
N -3.559 -2.814 6.515
O -2.965 -3.588 7.293
C -2.855 -2.304 5.357
C -3.542 -1.437 4.490
C -2.942 -1.087 3.267
C -1.717 -1.752 2.881
O -1.329 -1.893 1.642
C -0.945 -2.378 3.890
C -1.535 -2.723 5.101
N 0.464 -2.652 3.645
O 1.029 -3.454 4.420
O 1.059 -2.073 2.708
N -3.606 -0.141 2.429
O -4.612 0.432 2.829
O -3.122 0.163 1.222
H -4.528 -1.052 4.734
H -0.993 -3.324 5.825

Values from the calculation:
**Expectation value of S²**: 15.81
**E**: -3467.33324 a.u.
**Total charge**: -1
**LUMO energy (spin up / spin down)**: 2.07 / 2.08 eV
**Orbital gap (spin up / spin down)**: 0.161 / 0.254 Eh
**Multiplicity**: 8